No. 1
99
Properties=species:S:1:pos:R:3 method="wB97M-V/def2-TZVPD" fmax_ev_per_a=2.911 multiplicity=6 charge=-1 e_tot_ev=-247793.0477 e_above_lowest_kcal_mol=80.2
Ru 0.59321 0.10965 -0.01554
N 6.86773 4.56188 0.13947
C 5.65571 4.16259 -0.39232
C 4.46168 4.52215 0.23405
C 3.24896 4.09236 -0.26903
C 3.21805 3.30041 -1.39984
C 4.38845 2.93195 -2.03510
C 5.60272 3.35257 -1.53006
S 1.63507 2.87779 -2.11255
O 0.68832 3.81420 -1.55633
O 1.76000 2.89744 -3.53973
N 1.21592 1.40030 -1.57457
C 1.59465 0.31768 -2.39083
N 1.23086 -0.85973 -1.63015
C 1.86770 -1.99076 -1.92190
C 2.98222 -2.01793 -2.72591
C 3.53085 -0.75378 -3.05655
N 2.93687 0.36574 -2.83959
H 6.84492 5.37024 0.74228
H 7.65271 4.52700 -0.49120
H 4.49787 5.15048 1.11218
H 2.31655 4.39451 0.18429
H 4.31613 2.32120 -2.91953
H 6.52509 3.06528 -2.01334
H 1.49255 -2.89569 -1.45156
H 3.49424 -2.93605 -2.96344
H 4.53809 -0.68203 -3.45031
O 0.04863 1.29789 1.66272
As 0.21634 2.42547 2.82081
C 0.23864 4.28062 2.26400
C -0.11657 4.63800 0.97864
C -0.09146 5.96568 0.58264
C 0.31127 6.93551 1.48379
C 0.68061 6.58021 2.77535
C 0.64292 5.25450 3.17112
C -1.20978 2.21145 4.14191
C -1.31550 1.05369 4.90299
C -2.39079 0.88045 5.75715
C -3.35550 1.86699 5.86577
C -3.23922 3.03051 5.12459
C -2.17720 3.20058 4.25285
C 1.94920 2.15435 3.70061
C 2.09148 1.50086 4.91724
C 3.35655 1.18720 5.38805
C 4.48054 1.55709 4.67058
C 4.34342 2.25144 3.47986
C 3.08049 2.53125 2.98864
H -0.33986 3.86793 0.25837
H -0.36795 6.21759 -0.42991
H 0.35163 7.97221 1.17861
H 1.00455 7.34099 3.47369
H 0.93614 4.95610 4.17460
H -0.58083 0.26377 4.80217
H -2.47845 -0.03425 6.32277
H -4.20452 1.72315 6.51781
H -3.98515 3.80501 5.21368
H -2.10325 4.08917 3.63578
H 1.21663 1.24489 5.50195
H 3.46057 0.63472 6.31179
H 5.46447 1.30065 5.03463
H 5.21596 2.55167 2.91960
H 2.96916 3.02551 2.03032
Br -5.20780 -2.82856 -1.30902
C -3.86167 -4.14829 -1.38988
C -4.23134 -5.46923 -1.55891
C -3.25334 -6.44474 -1.63573
C -1.91719 -6.09130 -1.54203
C -1.56095 -4.76845 -1.36868
C -2.52501 -3.76553 -1.28551
I -1.96554 -1.69095 -1.12906
H -5.27598 -5.72486 -1.63739
H -3.53522 -7.47591 -1.77356
H -1.15097 -6.84818 -1.61471
H -0.51882 -4.49460 -1.30826
O -1.94404 6.15717 -3.80551
N -1.52906 5.09451 -4.24350
O -1.06249 4.96625 -5.36235
C -1.60530 3.95385 -3.40125
C -2.17058 4.06398 -2.14093
C -2.16979 2.98502 -1.26777
C -1.60626 1.72194 -1.65544
O -1.49522 0.74197 -0.85813
C -1.07972 1.65508 -2.99666
C -1.05170 2.74376 -3.83271
N -0.55103 0.43847 -3.43906
O -1.22179 -0.63176 -3.36921
O 0.80627 0.31775 -3.63800
N -2.60287 3.21189 0.06072
O -2.27363 2.43493 0.95642
O -3.26185 4.22642 0.28438
H -2.56858 5.01118 -1.80117
H -0.58178 2.68409 -4.80032
I -1.18363 -1.45544 2.33091
C 0.57331 -1.62741 1.14665
H 0.47460 -2.57993 0.62039
H 1.41140 -1.68740 1.84684
S 5.18890 0.03524 0.05618
C 3.68671 0.26584 0.51849
N 2.60373 0.42892 0.95008

=====

No. 2
5
Properties=species:S:1:pos:R:3 method="wB97M-V/def2-TZVPD" fmax_ev_per_a=2.737 charge=0 e_tot_ev=-35551.1193 e_above_lowest_kcal_mol=36.0
O -1.01191 0.20178 -1.25618
O -1.02750 0.26474 1.22661
S -0.36477 0.03160 -0.00486
Cl 1.74669 1.66748 -0.02277
I 0.65749 -2.16559 0.05719

=====

No. 3
10
Properties=species:S:1:pos:R:3 method="wB97M-V/def2-TZVPD" fmax_ev_per_a=5.280 charge=0 e_tot_ev=-30832.0251 e_above_lowest_kcal_mol=59.6
C -0.37110 0.95431 0.91611
N 0.11715 -1.85853 -0.95780
P -0.46802 -1.57165 0.56668
S 0.26041 -2.70749 1.90659
I -3.02571 -1.63273 0.37630
H 0.37853 1.08293 0.24242
H -1.23378 1.25826 0.51379
H -0.19084 1.07207 1.88254
H 1.00517 -2.31485 -0.96981
H -0.32060 -2.06068 -1.83075

=====

No. 4
8
Properties=species:S:1:pos:R:3 method="wB97M-V/def2-TZVPD" fmax_ev_per_a=2.412 charge=0 e_tot_ev=-30126.3866 e_above_lowest_kcal_mol=71.4
C 0.63285 -0.81867 -0.96114
C -1.05125 1.00367 -0.50690
N 0.66372 -0.23398 0.21140
N -0.48115 0.44391 0.55520
Cl 2.21923 -1.33141 -1.38002
Cl -2.67832 1.31586 -0.07441
H 1.49980 -0.43705 0.72907
H -0.80489 0.05766 1.42679

=====

No. 5
25
Properties=species:S:1:pos:R:3 method="wB97M-V/def2-TZVPD" fmax_ev_per_a=9.692 multiplicity=5 charge=+3 e_tot_ev=-117263.8170 e_above_lowest_kcal_mol=17.9
O 0.57871 -2.12894 -1.61593
C 0.85398 -0.99537 -1.58284
Mn 0.94511 0.84133 -1.52409
O -2.88994 0.19409 -6.02595
C -2.70333 0.36693 -4.91106
C 1.86858 0.48150 -3.03755
O 2.33282 0.22235 -4.07522
C 1.01203 2.52747 -2.26340
O 0.84562 3.55384 -2.78479
C -2.59288 -0.85623 2.08774
N -1.15659 -0.62991 2.10252
C -0.26619 -1.22942 2.98288
C 0.98278 -0.81799 2.63538
N 0.83320 0.02435 1.54407
C 1.90870 0.61528 0.76789
C -0.48040 0.13350 1.20538
Se -1.14131 1.01099 -0.30519
H -3.05298 -0.38519 2.96641
H -2.78723 -1.93646 2.10696
H -3.00223 -0.41372 1.17526
H -0.60254 -1.90217 3.75112
H 1.95010 -1.05835 3.04774
H 2.61906 1.11056 1.44375
H 2.45708 -0.15532 0.19630
H 1.48787 1.42688 0.11263

=====

No. 6
76
Properties=species:S:1:pos:R:3 method="wB97M-V/def2-TZVPD" fmax_ev_per_a=2.863 charge=0 e_tot_ev=-80708.5657 e_above_lowest_kcal_mol=7.4
Mg 0.82799 -0.03998 0.60131
C 4.14262 -0.02872 2.14699
N 2.84683 -0.76666 2.15120
C 2.16653 -0.44049 3.44119
C 1.61502 0.98139 3.46842
N 0.70823 1.23801 2.32425
C -0.51573 1.66556 2.68250
C -1.70528 1.05700 2.16999
F -1.47613 -0.08663 1.45395
C -2.98844 1.39337 2.54873
F -4.00246 0.57171 2.23471
C -3.15759 2.57287 3.29708
F -4.34254 2.93868 3.78438
C -1.99083 3.23003 3.76998
F -2.18035 4.18893 4.71219
C -0.74026 2.74534 3.54135
F 0.31814 3.35355 4.18102
C 3.01953 -2.20452 1.78709
C 1.65511 -2.93390 1.57240
N 0.68568 -2.10120 0.87187
C -0.42493 -2.68095 0.38326
C -1.04594 -3.91380 0.77433
F -0.41974 -4.70670 1.70490
C -2.15632 -4.42594 0.10686
F -2.68120 -5.66925 0.34693
C -2.81776 -3.67781 -0.87664
F -3.93890 -4.15280 -1.45224
C -2.16691 -2.50301 -1.38396
F -2.61792 -1.90195 -2.50532
C -1.09584 -2.05452 -0.71768
F -0.36377 -0.98231 -1.21605
H 4.72025 -0.32218 3.04934
H 3.98700 1.04457 2.17007
H 4.69332 -0.27302 1.23015
H 2.89250 -0.55562 4.28280
H 1.32291 -1.13610 3.65161
H 2.43482 1.75120 3.45484
H 1.11066 1.14608 4.43087
H 3.67842 -2.76976 2.49579
H 3.55064 -2.21784 0.80002
H 1.23527 -3.31128 2.51329
H 1.84727 -3.83328 1.00619
N 2.63623 -2.02231 -4.56963
C 3.54912 -1.04809 -4.33423
O 4.54022 -0.91377 -5.05228
C 3.35226 -0.23624 -3.10630
C 4.26015 0.80310 -2.86514
C 4.17579 1.50911 -1.66828
C 3.17517 1.19142 -0.72711
N 2.38733 0.16085 -0.94421
C 2.45197 -0.55065 -2.09654
H 2.63803 -2.37663 -5.52100
H 1.68881 -1.95032 -4.23037
H 5.00597 1.01821 -3.60574
H 4.84857 2.34526 -1.46967
H 3.07650 1.74097 0.23179
H 1.79555 -1.42403 -2.15376
O -5.75136 -1.10063 -2.03180
C -5.47022 0.17090 -2.63613
N -4.20325 0.59397 -2.12115
C -3.63431 1.79424 -2.47702
O -4.06890 2.42231 -3.43142
C -2.42306 2.19590 -1.73223
C -1.90956 3.51728 -1.97982
C -0.67442 3.84017 -1.43411
C 0.01520 2.86600 -0.68313
N -0.43287 1.60807 -0.52380
C -1.68252 1.34603 -0.95223
H -6.59549 -1.44688 -2.42428
H -6.19952 0.96180 -2.40401
H -5.36566 0.18358 -3.72192
H -3.98965 0.07863 -1.25779
H -2.48012 4.26111 -2.55469
H -0.21306 4.79706 -1.56661
H 0.98909 3.08123 -0.30803
H -2.12190 0.39426 -0.63731